26
Properties=species:S:1:pos:R:3 method="wB97M-V/def2-TZVPD" energy_ev=-11514.044 molar_mass_g_mol=140.23 smiles="C=CC[N@@+]1(C)C=[NH+]CCC1" e_above_lowest_kcal_mol=83.7 lumo_energy_ev=-8.881 e_homo_ev=-18.187 total_charge=+2
C -0.67786 -1.27681 -2.67201
C -0.33910 -2.07023 -1.67391
C 0.37302 -1.65160 -0.45390
N 0.33558 -0.11743 0.03161
C 1.42715 0.55682 -0.70228
C -0.96494 0.48874 -0.25270
N -1.38401 1.43737 0.44512
C -0.70490 1.91464 1.67643
C 0.47062 1.12733 2.07202
C 0.31679 -0.31971 1.55795
H -0.99463 -1.92529 -3.53794
H -0.37494 -0.21151 -2.89091
H -0.61693 -3.08160 -1.72530
H 0.08810 -2.30710 0.46103
H 1.46116 -1.88323 -0.61863
H 2.31966 0.14903 -0.28662
H 1.44118 0.14683 -1.70222
H 1.28955 1.66728 -0.67275
H -1.50188 -0.33730 -1.14621
H -2.25252 2.00320 0.30575
H -1.62364 1.84586 2.27213
H -0.52522 2.98158 1.47215
H 1.16935 1.41889 1.47066
H 0.77698 1.19584 3.09687
H 1.18128 -0.90892 1.81108
H -0.68986 -0.84267 1.66257